No. 1
ORCA calculation (the ωB97M-V functional and the def2-TZVPD basis) on a molecular structure, C41H60Cl3GeN5P3Pt at a distorted geometry.

CARTESIAN COORDINATES (ANGSTROEM)
Pt: 0.35 -0.75 -1.14
Ge: -0.40 0.57 0.84
Cl: 0.94 -3.20 -6.48
Cl: 1.57 -4.77 -4.08
Cl: 3.43 -2.70 -5.01
P: 2.35 -1.17 0.17
P: 0.58 1.47 -2.28
P: -1.71 -2.08 -0.67
N: -0.90 1.73 2.60
N: 0.49 -1.45 -3.34
N: -0.19 2.59 0.16
N: -2.25 -0.07 1.19
N: 0.72 -0.38 2.26
C: -4.10 -2.34 -2.31
C: -5.10 1.63 2.83
C: 2.04 1.84 -3.38
C: -0.27 0.66 6.14
C: -3.05 -4.49 0.21
C: 0.31 2.93 -1.14
C: 2.03 -3.83 -0.51
C: -2.17 1.49 -2.59
C: 2.43 3.31 -3.49
C: -2.89 -1.00 0.29
C: 3.77 0.01 0.47
C: 0.50 5.66 2.04
C: -0.86 1.29 5.05
C: -1.52 -3.32 1.79
C: -2.57 -2.33 -2.30
C: -0.31 3.04 2.48
C: -3.05 2.80 3.28
C: -0.91 2.74 -4.38
C: -4.42 2.71 3.40
C: 1.03 -2.20 -4.03
C: 4.73 -0.45 1.56
C: 1.15 -0.59 4.65
C: 0.01 3.85 3.55
C: -0.10 3.49 1.15
C: 1.71 -3.16 -4.85
C: 0.76 -0.25 5.93
C: -4.41 0.69 2.09
C: 3.24 1.00 -2.96
C: -3.02 0.77 1.95
C: -2.34 1.81 2.62
C: 0.52 0.00 3.54
C: 4.13 -2.71 -1.30
C: 0.43 5.16 3.34
C: 3.22 1.40 0.77
C: -1.77 -3.66 0.31
C: 3.12 -2.83 -0.16
C: -2.01 -3.59 -2.97
C: -0.43 1.01 3.77
C: 0.25 4.84 0.97
C: -0.89 1.55 -3.43
C: 1.68 -1.38 1.90
H: 2.47 -4.73 -0.91
H: 1.90 -1.34 4.51
H: 2.92 -0.01 -2.68
H: 5.62 0.17 1.54
H: -4.51 -3.14 -1.71
H: 2.85 3.68 -2.56
H: 1.22 -2.38 1.95
H: -0.95 -4.27 -0.07
H: 3.19 3.42 -4.26
H: -3.03 1.34 -3.24
H: -3.18 -4.94 -0.77
H: 1.28 3.45 -1.03
H: 3.66 -2.32 -2.20
H: -0.60 0.89 7.13
H: -1.66 2.00 5.21
H: -0.81 0.64 -4.03
H: -4.42 -2.48 -3.34
H: 1.59 3.94 -3.77
H: 1.36 -3.40 -1.26
H: -2.24 -1.47 -2.90
H: -2.11 0.66 -1.88
H: -3.94 -3.90 0.45
H: -0.06 3.48 4.56
H: 1.45 -4.11 0.37
H: 3.75 1.45 -2.11
H: 1.26 -0.71 6.77
H: 2.54 -1.36 2.57
H: -0.38 3.60 -1.66
H: 3.96 0.91 -3.77
H: 4.03 2.13 0.79
H: -2.52 3.63 3.71
H: -0.96 -3.72 -2.73
H: 2.73 1.43 1.74
H: 4.97 -2.07 -1.03
H: -0.08 2.72 -5.08
H: 2.50 1.69 0.01
H: -4.51 -1.39 -1.97
H: -2.32 2.41 -2.03
H: 4.29 -0.35 2.55
H: 0.66 5.79 4.18
H: -1.83 2.70 -4.96
H: -4.96 -0.13 1.64
H: -3.00 -5.30 0.93
H: -2.46 -3.08 2.28
H: 3.64 -3.16 0.75
H: -2.11 -3.50 -4.05
H: -3.51 -0.44 -0.43
H: 4.31 0.05 -0.48
H: -4.97 3.46 3.94
H: 1.71 1.48 -4.36
H: -3.56 -1.66 0.86
H: 0.75 6.69 1.88
H: -0.87 -2.45 1.88
H: -1.08 -4.17 2.30
H: 4.53 -3.70 -1.53
H: -0.90 3.70 -3.86
H: -2.55 -4.48 -2.66
H: 5.05 -1.48 1.42
H: 0.30 5.25 -0.03
H: -6.16 1.54 2.95

Values from the calculation:
Kohn-Sham gap (alpha / beta), eV: 5.6 / 4.2
HOMO energy (alpha / beta), eV: -11.850 / -11.842
Net charge: +2
2S+1: 2



No. 2
ORCA calculation (the ωB97M-V functional and the def2-TZVPD basis) on a molecular structure, C41H61P2RbS2Si.

CARTESIAN COORDINATES (ANGSTROEM)
Rb: 1.84 -2.46 -1.83
S: 3.13 -5.15 -0.74
S: 4.55 -1.96 -0.28
P: 0.12 2.11 -2.70
P: -0.77 -1.54 0.72
Si: -0.99 -0.96 -2.58
C: 0.04 6.37 -2.15
C: 2.64 2.24 1.14
C: 0.32 3.97 -2.87
C: -4.49 1.47 -2.65
C: -3.19 -4.67 -0.51
C: 4.96 -3.46 0.56
C: 0.67 1.56 -0.99
C: -3.06 -1.53 2.63
C: 4.89 -5.83 1.29
C: -3.45 -4.35 -1.84
C: -1.83 -2.67 -0.30
C: 0.19 -2.61 4.24
C: 4.40 -4.68 0.40
C: -1.72 1.90 -2.62
C: -2.62 2.96 -2.78
C: -1.39 -1.38 -4.45
C: 1.71 -2.49 4.44
C: 2.14 1.06 -1.01
C: 0.26 2.30 0.30
C: -4.62 0.48 2.68
C: -0.11 -3.43 2.98
C: -3.95 -0.63 3.50
C: -2.04 -2.35 -1.67
C: -2.87 -3.22 -2.40
C: -3.99 2.75 -2.79
C: 1.77 4.28 -3.28
C: -0.10 4.90 -1.74
C: 6.07 -3.28 1.59
C: 1.62 -1.85 2.00
C: 3.16 1.91 -0.25
C: 1.37 3.07 1.02
C: 0.34 -2.69 1.71
C: 1.93 5.74 -3.69
C: -2.22 0.57 -2.53
C: 1.48 6.69 -2.58
C: -3.56 1.30 1.95
C: -1.99 -0.72 1.90
C: -2.69 0.39 1.08
C: -2.39 -3.83 0.25
C: 2.47 -2.48 3.10
C: -3.61 0.40 -2.53
H: 2.72 -3.50 2.79
H: 2.07 3.62 -4.10
H: -4.01 -0.61 -2.45
H: -1.03 -2.37 -4.73
H: -4.70 -1.23 4.02
H: 3.41 -1.94 3.19
H: 1.93 -1.57 4.99
H: 2.07 -3.31 5.06
H: 4.26 -6.70 1.12
H: -3.61 -5.57 -0.07
H: -0.63 6.58 -2.99
H: 0.56 4.73 -0.88
H: 2.17 0.06 -0.55
H: -1.16 -3.71 2.94
H: 1.31 5.93 -4.58
H: 4.09 1.35 -0.20
H: 2.43 1.30 1.68
H: 2.43 4.07 -2.43
H: 1.33 -0.83 2.31
H: 1.56 7.73 -2.90
H: 6.82 -2.58 1.19
H: 1.00 3.38 2.01
H: -1.11 4.70 -1.40
H: -5.24 1.11 3.33
H: -5.29 0.02 1.94
H: -3.32 -0.16 4.27
H: -3.05 -3.02 -3.45
H: -4.67 3.59 -2.90
H: 6.58 -4.22 1.85
H: -0.08 1.52 1.00
H: -2.93 1.82 2.68
H: -3.33 -0.10 0.34
H: -1.97 0.98 0.52
H: -3.69 -2.04 1.88
H: -2.63 -2.29 3.27
H: -0.31 4.18 -3.75
H: -0.26 7.03 -1.33
H: 2.47 0.92 -2.05
H: 4.85 -5.58 2.36
H: -4.07 -5.00 -2.44
H: -4.03 2.06 1.32
H: 2.23 -1.75 1.10
H: -5.56 1.30 -2.63
H: 0.09 0.64 -0.99
H: -0.26 -1.62 4.14
H: -0.87 -0.64 -5.07
H: 5.68 -2.84 2.51
H: 0.45 -4.37 3.05
H: 0.61 -3.45 0.97
H: -1.35 -0.23 2.65
H: 2.14 6.56 -1.71
H: -2.47 -1.31 -4.69
H: -2.17 -4.10 1.27
H: 3.39 2.78 1.72
H: 1.63 3.99 0.49
H: 3.36 2.85 -0.78
H: -0.61 2.94 0.12
H: 2.97 5.95 -3.97
H: -2.27 3.98 -2.92
H: 5.92 -6.12 1.06
H: -0.27 -3.08 5.12

Values from the calculation:
Kohn-Sham gap, eV: 3.8
HOMO energy, eV: 0.061
Energy relative to the best compared isomer or geometry (same formula, charge and spin), kcal/mol: 0.00
Net charge: -2
2S+1: 1



Q: Among the records above, which one has the lowest 2S+1?
A: C41H61P2RbS2Si